No. 1
The following is a DFT calculation (the ωB97M-V functional and the def2-TZVPD basis) of a 2-piece molecular cluster, C4H7N2S overall.

Calculated values
HOMO-LUMO gap (spin up / spin down), eV: 7.242 / 7.243
Energy relative to the best compared isomer or geometry (same formula, charge and spin), kcal/mol: 109.58
Total charge: +1
Highest occupied orbital energy (spin up / spin down), eV: -11.96 / -11.96
Maximum force, Eh/bohr: 0.0635

Last column: natural (NBO) charge in e.
Element x y z (Å)
C: 0.454 1.629 0.069  0.338
C: 0.801 0.333 0.136  -0.376
C: 0.238 -2.586 0.687  -0.049
C: 0.130 4.072 0.090  -0.087
N: 0.226 2.806 0.043  -0.221
N: 1.335 -2.649 -0.055  -0.580
S: 2.254 -0.307 -0.449  -0.069
H: 0.141 -0.445 0.387  0.211
H: -0.698 -2.565 0.175  0.232
H: 0.399 -2.761 1.748  0.234
H: -0.785 4.408 0.455  0.228
H: 0.820 4.496 -0.575  0.232
H: 1.343 -2.332 -1.066  0.464
H: 2.191 -3.051 0.257  0.442



No. 2
The following is a DFT calculation (the ωB97M-V functional and the def2-TZVPD basis) of C17H38BN3NdOP2 as an isolated structure.

Calculated values
HOMO-LUMO gap (spin up / spin down), eV: 6.144 / 8.817
Expectation value of S²: 6.0036
Total charge: +2
Spin multiplicity: 5
Highest occupied orbital energy (spin up / spin down), eV: -11.67 / -14.47
Maximum force, Eh/bohr: 0.0322

Last column: Mulliken spin population.
Element x y z (Å)
Nd: 0.092 -0.387 -1.517  3.721
H: -1.623 0.128 -2.980  0.046
H: 0.698 -1.290 -3.554  0.157
P: 0.370 2.305 -2.391  0.004
P: -2.136 -2.123 -1.244  0.042
C: -3.675 -1.260 -0.757  0.014
H: -4.477 -1.994 -0.587  0.001
H: -3.510 -0.693 0.169  -0.002
H: -3.975 -0.567 -1.553  0.001
C: -2.762 -3.294 -2.497  0.003
H: -2.065 -4.138 -2.608  0.000
H: -3.737 -3.689 -2.172  0.000
H: -2.899 -2.799 -3.468  0.001
C: -1.864 -3.218 0.186  -0.004
H: -1.379 -2.668 1.004  0.003
H: -2.826 -3.615 0.539  0.002
H: -1.214 -4.050 -0.116  -0.001
C: -0.292 3.123 -3.882  -0.016
H: 0.352 3.966 -4.175  0.000
H: -0.335 2.399 -4.705  0.003
H: -1.307 3.496 -3.692  0.001
C: -0.203 3.435 -1.067  0.000
H: -0.014 2.986 -0.084  0.005
H: 0.332 4.391 -1.135  0.000
H: -1.281 3.610 -1.180  0.005
C: 2.140 2.758 -2.486  0.009
H: 2.619 2.195 -3.298  0.002
H: 2.234 3.836 -2.684  0.001
H: 2.646 2.515 -1.540  -0.002
H: 0.121 -1.828 -5.009  0.008
H: -0.531 -2.448 -3.618  -0.033
H: -2.314 -0.950 -4.527  0.000
H: -0.910 0.428 -4.886  0.002
B: -1.309 -0.429 -4.141  -0.042
N: -0.178 -1.581 -4.057  0.004
H: -3.985 1.098 -4.012  0.001
H: -4.159 1.545 -3.434  0.000
C: 1.470 0.354 5.178  0.000
N: 0.644 0.245 3.994  0.000
N: 1.145 -0.030 2.760  0.002
C: 0.122 0.022 1.863  0.037
O: 0.289 -0.201 0.596  -0.002
C: -1.052 0.330 2.588  0.011
C: -0.681 0.452 3.909  0.011
C: -1.506 0.740 5.100  0.000
C: 2.530 -0.342 2.552  -0.006
C: 3.135 -1.320 3.348  0.001
C: 4.508 -1.549 3.246  0.000
C: 5.264 -0.854 2.292  0.001
C: 4.643 0.078 1.451  -0.007
C: 3.272 0.330 1.572  0.026
H: 0.911 0.951 5.909  0.000
H: 2.421 0.858 4.969  0.000
H: 1.662 -0.630 5.625  0.000
H: -2.034 0.438 2.158  -0.006
H: -1.429 -0.044 5.869  0.000
H: -1.260 1.706 5.570  0.000
H: -2.560 0.793 4.794  0.000
H: 2.538 -1.893 4.059  0.000
H: 4.985 -2.266 3.917  0.000
H: 6.337 -1.047 2.200  0.000
H: 5.230 0.610 0.696  -0.001
H: 2.776 1.073 0.940  -0.002



No. 3
The following is a DFT calculation (the ωB97M-V functional and the def2-TZVPD basis) of a 2-piece molecular cluster, C6H14N2O2 overall.

Calculated values
HOMO-LUMO gap, eV: 9.708
Energy relative to the best compared isomer or geometry (same formula, charge and spin), kcal/mol: 11.36
SMILES: CNC(C)=O.CNC(C)=O
Total charge: 0
Highest occupied orbital energy, eV: -9.13
Maximum force, Eh/bohr: 0.0213

Last column: natural (NBO) charge in e.
Element x y z (Å)
C: -3.067 1.150 -0.154  -0.420
N: -2.694 0.537 1.092  -0.615
C: -1.392 0.468 1.464  0.680
C: -1.195 -0.127 2.839  -0.722
O: -0.493 0.917 0.777  -0.646
H: -2.312 0.914 -0.911  0.220
H: -4.042 0.801 -0.511  0.204
H: -3.143 2.242 -0.084  0.198
H: -3.411 0.107 1.647  0.397
H: -1.292 -1.217 2.800  0.234
H: -0.155 -0.016 3.151  0.244
H: -1.834 0.348 3.584  0.229
C: 2.442 1.139 -2.168  -0.422
N: 1.897 0.121 -1.275  -0.613
C: 2.467 -1.112 -1.229  0.666
C: 1.658 -2.132 -0.474  -0.703
O: 3.544 -1.356 -1.743  -0.637
H: 2.010 1.065 -3.166  0.189
H: 2.279 2.108 -1.712  0.201
H: 3.520 0.982 -2.206  0.232
H: 0.960 0.232 -0.925  0.412
H: 1.378 -2.991 -1.084  0.233
H: 2.157 -2.479 0.427  0.234
H: 0.718 -1.701 -0.138  0.204



No. 4
The following is a DFT calculation (the ωB97M-V functional and the def2-TZVPD basis) of a 2-piece molecular cluster, C6H10N5OS overall.

Calculated values
HOMO-LUMO gap, eV: 9.416
Energy relative to the best compared isomer or geometry (same formula, charge and spin), kcal/mol: 0.00
Total charge: +1
Highest occupied orbital energy, eV: -12.28
Maximum force, Eh/bohr: 0.0775

Last column: natural (NBO) charge in e.
Element x y z (Å)
C: 2.008 -0.957 0.345  -0.297
C: 3.809 0.089 -0.408  0.015
C: 1.519 0.509 0.049  0.072
C: -1.136 -2.934 -0.397  0.712
C: -1.601 2.051 0.047  0.667
C: -0.989 -4.172 -0.112  -0.750
N: 3.373 -0.971 0.040  -0.340
N: -2.227 3.237 -0.043  -0.764
N: -2.370 0.972 0.167  -0.769
N: 0.242 0.763 0.126  -0.322
N: -0.287 2.038 0.077  -0.412
O: -1.303 -1.781 -0.494  -0.517
S: 2.751 1.534 -0.476  0.284
H: 1.663 -1.142 1.345  0.253
H: 4.779 0.283 -0.640  0.211
H: 1.510 -1.830 -0.055  0.251
H: -1.843 -4.763 0.064  0.280
H: 0.095 -4.491 0.147  0.283
H: -3.194 3.326 0.119  0.416
H: -1.741 4.080 -0.219  0.413
H: -3.410 1.123 0.175  0.433
H: -1.832 0.106 0.437  0.479
H: 0.183 2.931 -0.294  0.406



No. 5
The following is a DFT calculation (the ωB97M-V functional and the def2-TZVPD basis) of the molecule CH6N2.

Calculated values
HOMO-LUMO gap, eV: 10.054
Energy relative to the best compared isomer or geometry (same formula, charge and spin), kcal/mol: 25.95
SMILES: NCN
Total charge: 0
Highest occupied orbital energy, eV: -8.89
Maximum force, Eh/bohr: 0.0761

Last column: natural (NBO) charge in e.
Element x y z (Å)
N: -1.252 -0.246 0.357  -0.881
C: 0.227 -0.250 0.487  -0.083
N: 1.020 0.289 -0.566  -0.844
H: -1.591 -0.674 -0.629  0.379
H: -1.528 0.768 0.624  0.363
H: 0.812 0.257 1.285  0.205
H: 0.429 -1.311 0.584  0.172
H: 1.020 -0.076 -1.436  0.347
H: 0.863 1.242 -0.706  0.343



No. 6
The following is a DFT calculation (the ωB97M-V functional and the def2-TZVPD basis) of C18H14BrN4O2PdSbSe4 as an isolated structure.

Calculated values
HOMO-LUMO gap, eV: 5.618
Energy relative to the best compared isomer or geometry (same formula, charge and spin), kcal/mol: 87.33
Total charge: 0
Highest occupied orbital energy, eV: -8.32
Maximum force, Eh/bohr: 0.0702

Last column: natural (NBO) charge in e.
Element x y z (Å)
Pd: 0.864 0.540 -0.252  0.705
O: 1.482 2.793 3.208  -0.527
C: 1.511 2.134 2.198  0.661
N: 0.359 1.799 1.500  -0.669
C: 0.028 2.580 0.434  0.539
O: 0.791 3.268 -0.255  -0.642
C: -1.434 2.526 0.023  0.124
C: -1.932 3.568 -0.751  -0.208
C: -3.190 3.435 -1.310  -0.165
C: -3.915 2.280 -1.059  -0.251
C: -3.343 1.311 -0.249  0.017
N: -2.127 1.418 0.281  -0.427
C: 2.833 1.612 1.701  0.122
C: 3.968 1.802 2.471  -0.193
C: 5.184 1.352 1.992  -0.142
C: 5.226 0.763 0.739  -0.238
C: 4.050 0.630 0.026  0.065
N: 2.871 1.029 0.501  -0.430
H: -1.312 4.435 -0.925  0.245
H: -3.584 4.202 -1.964  0.221
H: -4.888 2.118 -1.501  0.223
H: -3.878 0.390 -0.035  0.186
H: 3.858 2.298 3.424  0.257
H: 6.086 1.467 2.578  0.228
H: 6.149 0.396 0.314  0.233
H: 4.070 0.199 -0.966  0.205
C: -3.105 -3.285 0.056  -0.636
C: -1.628 -3.181 0.298  -0.055
C: -0.761 -4.236 0.016  -0.148
C: 0.591 -4.108 0.272  -0.265
C: 1.034 -2.883 0.752  0.158
Br: 2.895 -2.648 1.067  0.043
N: 0.256 -1.850 0.968  -0.477
C: -1.058 -2.011 0.771  0.039
H: -3.569 -3.975 0.762  0.228
H: -3.304 -3.657 -0.951  0.230
H: -3.588 -2.314 0.169  0.216
H: -1.144 -5.149 -0.424  0.222
H: 1.288 -4.913 0.091  0.235
H: -1.659 -1.127 0.961  0.224
Se: -0.369 -0.280 -2.095  -0.255
Sb: -2.086 -1.163 -3.731  1.032
Se: 1.918 -0.560 -2.010  -0.088
Se: -3.231 0.455 -4.964  -0.400
Se: -2.202 -3.461 -4.132  -0.443



No. 7
The following is a DFT calculation (the ωB97M-V functional and the def2-TZVPD basis) of the molecule C20H33N3O2S.

Calculated values
HOMO-LUMO gap, eV: 8.117
Energy relative to the best compared isomer or geometry (same formula, charge and spin), kcal/mol: 53.17
SMILES: CCOc1ccc(NC(=S)N(CCOC)C2CCN(C(C)C)CC2)cc1
Total charge: 0
Highest occupied orbital energy, eV: -7.48
Maximum force, Eh/bohr: 0.0159

Last column: natural (NBO) charge in e.
Element x y z (Å)
C: 4.712 3.289 7.238  -0.617
C: 3.815 3.153 6.017  -0.061
O: 3.766 1.785 5.670  -0.501
C: 3.048 1.410 4.574  0.279
C: 3.069 0.047 4.271  -0.248
C: 2.384 -0.436 3.180  -0.215
C: 1.658 0.425 2.355  0.122
N: 0.952 -0.148 1.293  -0.625
C: 0.615 0.394 0.095  0.317
S: 1.160 1.869 -0.423  -0.270
N: -0.197 -0.382 -0.683  -0.441
C: -0.989 -1.449 -0.108  -0.261
C: -0.261 -2.808 -0.024  -0.082
O: 0.450 -2.997 1.184  -0.552
C: -0.334 -3.448 2.265  -0.253
C: -0.468 0.011 -2.059  -0.062
C: -0.396 -1.162 -3.035  -0.424
C: -0.619 -0.620 -4.458  -0.200
N: -1.856 0.096 -4.633  -0.467
C: -3.031 -0.641 -5.056  -0.024
C: -3.917 -1.224 -3.944  -0.630
C: -3.880 0.243 -5.977  -0.611
C: -1.999 1.165 -3.673  -0.217
C: -1.807 0.737 -2.208  -0.431
C: 1.618 1.776 2.671  -0.212
C: 2.310 2.265 3.765  -0.252
H: 5.708 2.921 7.007  0.214
H: 4.775 4.331 7.536  0.212
H: 4.309 2.704 8.060  0.213
H: 2.804 3.522 6.247  0.169
H: 4.220 3.741 5.181  0.172
H: 3.636 -0.613 4.908  0.222
H: 2.411 -1.493 2.951  0.209
H: 0.904 -1.162 1.355  0.424
H: -1.881 -1.569 -0.723  0.218
H: -1.318 -1.155 0.896  0.218
H: 0.489 -2.869 -0.816  0.205
H: -0.982 -3.625 -0.156  0.175
H: 0.347 -3.578 3.104  0.202
H: -1.111 -2.727 2.542  0.170
H: -0.808 -4.407 2.028  0.175
H: 0.325 0.719 -2.323  0.255
H: -1.153 -1.914 -2.807  0.185
H: 0.585 -1.636 -2.980  0.212
H: -0.575 -1.439 -5.178  0.201
H: 0.197 0.076 -4.686  0.190
H: -2.656 -1.477 -5.658  0.191
H: -4.357 -0.431 -3.344  0.202
H: -4.725 -1.798 -4.392  0.212
H: -3.349 -1.889 -3.297  0.199
H: -4.643 -0.354 -6.470  0.205
H: -4.374 1.032 -5.417  0.198
H: -3.247 0.700 -6.732  0.219
H: -2.976 1.630 -3.797  0.203
H: -1.236 1.917 -3.906  0.196
H: -1.805 1.623 -1.573  0.229
H: -2.627 0.091 -1.893  0.189
H: 1.049 2.457 2.061  0.241
H: 2.259 3.322 3.974  0.212



No. 8
The following is a DFT calculation (the ωB97M-V functional and the def2-TZVPD basis) of C26H30F5FeN6O4S2Si as an isolated structure.

Calculated values
HOMO-LUMO gap (spin up / spin down), eV: 5.945 / 6.033
Expectation value of S²: 8.7708
Energy relative to the best compared isomer or geometry (same formula, charge and spin), kcal/mol: 16.65
Total charge: -2
Spin multiplicity: 6
Highest occupied orbital energy (spin up / spin down), eV: -1.76 / -1.85
Maximum force, Eh/bohr: 0.0607

Last column: Mulliken spin population.
Element x y z (Å)
Fe: 11.455 9.650 9.745  4.125
C: 13.280 12.803 13.691  0.000
C: 12.539 13.195 12.384  -0.002
N: 11.253 12.600 12.156  0.006
C: 10.268 12.420 13.195  0.001
C: 10.217 11.029 13.887  -0.004
C: 10.629 12.922 10.850  0.018
C: 11.514 12.864 9.615  -0.043
N: 11.774 11.544 9.076  0.196
C: 12.425 11.631 7.898  -0.037
C: 13.813 11.250 7.779  0.000
F: 14.374 10.715 8.865  0.001
C: 14.548 11.452 6.634  -0.007
F: 15.753 10.887 6.523  0.000
C: 13.989 12.150 5.563  0.015
C: 12.633 12.485 5.606  -0.005
F: 12.166 13.250 4.608  0.000
C: 11.867 12.200 6.728  0.003
F: 10.526 12.387 6.703  0.000
H: 14.361 12.807 13.515  0.000
H: 12.952 11.821 14.002  0.000
H: 13.035 13.433 14.512  0.000
H: 13.189 12.896 11.593  0.001
H: 12.503 14.311 12.343  0.001
H: 9.282 12.524 12.737  0.001
H: 10.375 13.183 13.992  0.000
H: 10.908 10.315 13.314  0.003
H: 9.174 10.674 13.901  0.001
H: 10.638 11.126 14.866  0.000
H: 10.251 13.964 10.946  0.001
H: 9.716 12.310 10.706  0.008
H: 12.455 13.469 9.731  0.009
H: 10.985 13.462 8.832  -0.002
H: 14.570 12.418 4.665  0.001
S: 10.929 7.476 11.414  0.152
C: 9.368 7.778 11.909  0.038
C: 8.831 7.040 12.989  -0.020
N: 8.430 6.406 13.884  0.016
C: 8.644 8.900 11.448  -0.022
S: 9.054 9.749 10.061  0.185
C: 7.429 9.332 12.111  -0.005
N: 6.553 9.871 12.697  -0.008
C: 10.423 6.971 5.443  0.010
Si: 10.937 6.993 7.274  -0.001
C: 9.275 6.789 8.142  0.005
C: 12.004 5.426 7.561  0.015
C: 11.818 8.470 7.992  0.358
H: 10.069 5.960 5.282  0.000
H: 11.193 7.250 4.718  0.001
H: 9.579 7.632 5.202  -0.001
H: 8.740 5.961 7.704  0.000
H: 8.605 7.695 8.120  0.000
H: 9.507 6.575 9.207  0.003
H: 11.486 4.583 7.122  0.001
H: 12.026 5.283 8.664  -0.002
H: 13.027 5.520 7.165  0.002
H: 12.231 9.130 7.176  -0.019
H: 12.714 8.040 8.439  -0.072
F: 18.115 10.621 9.141  0.000
C: 17.855 10.356 10.435  0.000
C: 16.908 9.464 10.800  0.001
N: 16.281 9.517 12.031  0.000
C: 15.161 8.626 12.376  0.009
C: 14.194 8.529 11.183  0.002
O: 14.459 7.628 10.355  -0.002
O: 13.215 9.369 11.100  0.065
C: 16.746 10.350 13.061  0.000
O: 16.386 10.301 14.242  0.000
N: 17.602 11.334 12.588  0.000
C: 18.465 11.272 11.425  0.000
O: 19.465 11.956 11.291  0.000
H: 16.677 8.581 10.167  0.000
H: 14.746 9.112 13.258  -0.002
H: 15.494 7.573 12.544  -0.001
H: 18.026 11.850 13.335  0.000



total charge of number 6 (C18H14BrN4O2PdSbSe4)?
0



Number 6 is which compound?
C18H14BrN4O2PdSbSe4



The highest total charge belongs to which entry?
C17H38BN3NdOP2



Among the records above, which one has the highest maximum force?
C6H10N5OS